Here is the molecule C19H18FNO2 from the Open Molecules 2025 dataset. Energies are from the ωB97M-V functional and the def2-TZVPD basis.

Positions of all 41 atoms, in Å:
N  -5.806  -1.488  -3.070
C  -4.765  -2.514  -3.136
C  -3.409  -2.121  -2.481
C  -3.341  -0.699  -1.949
C  -1.916  -0.282  -1.586
C  -1.900  1.039  -0.778
C  -0.795  1.039  0.244
C  -1.071  0.623  1.544
C  -0.053  0.565  2.484
F  -0.361  0.149  3.706
C  1.252  0.912  2.143
C  1.520  1.334  0.832
C  0.501  1.404  -0.105
C  2.906  1.724  0.475
O  3.121  2.449  -0.460
C  3.994  1.154  1.287
C  5.288  1.076  0.773
C  6.305  0.534  1.554
C  6.040  0.091  2.846
C  4.752  0.185  3.376
C  3.733  0.709  2.586
C  2.352  0.827  3.134
O  2.176  0.862  4.324
H  -6.608  -1.770  -2.534
H  -6.085  -1.156  -3.976
H  -5.120  -3.418  -2.648
H  -4.607  -2.781  -4.178
H  -2.614  -2.316  -3.199
H  -3.242  -2.805  -1.650
H  -3.715  -0.018  -2.707
H  -3.977  -0.631  -1.071
H  -1.381  -0.113  -2.519
H  -1.391  -1.068  -1.048
H  -2.850  1.126  -0.262
H  -1.743  1.873  -1.455
H  -2.074  0.344  1.827
H  0.721  1.746  -1.105
H  5.508  1.427  -0.222
H  7.304  0.462  1.157
H  6.815  -0.329  3.468
H  4.537  -0.145  4.378

Energy above the lowest of the compared OMol25 structures with the same formula, charge and spin in kJ/mol: 0.0
Molar mass in g/mol: 311.4
Total energy in eV: -28297.8607
E_HOMO in eV: -9.248
HOMO-LUMO gap in eV: 8.49
SMILES string: NCCCCCc1cc(F)c2c(c1)C(=O)c1ccccc1C2=O

Here is a structure of composition C19H18IrN3O5S from the Open Molecules 2025 dataset. Energies are from the ωB97M-V functional and the def2-TZVPD basis.

Positions of all 47 atoms, in Å:
Ir  -0.034  0.850  0.116
O  1.515  -0.334  -3.415
C  1.207  -0.045  -2.283
O  0.158  0.655  -1.923
C  2.108  -0.488  -1.125
C  3.317  -1.151  -1.194
C  3.992  -1.412  -0.003
C  3.466  -1.012  1.225
C  2.252  -0.354  1.228
N  1.642  -0.134  0.068
C  1.492  0.219  2.432
O  1.936  0.054  3.543
O  0.398  0.874  2.126
H  3.705  -1.440  -2.161
H  4.942  -1.929  -0.031
H  3.970  -1.193  2.163
C  -5.655  -1.255  -1.460
C  -5.172  -1.460  -0.033
N  -3.720  -1.663  0.033
C  -3.267  -3.052  0.051
C  -3.170  -3.617  1.461
C  -2.892  -0.611  0.079
S  -1.212  -1.027  0.276
N  -3.476  0.579  -0.006
C  -2.890  1.767  0.053
O  -1.664  2.040  0.145
C  -3.806  2.945  -0.004
C  -3.282  4.230  0.107
C  -4.121  5.330  0.054
C  -5.488  5.154  -0.113
C  -6.014  3.875  -0.226
C  -5.177  2.773  -0.170
H  -6.739  -1.139  -1.477
H  -5.396  -2.109  -2.088
H  -5.201  -0.361  -1.885
H  -5.627  -2.348  0.407
H  -5.430  -0.607  0.589
H  -2.312  -3.124  -0.469
H  -3.987  -3.622  -0.539
H  -2.451  -3.055  2.056
H  -2.849  -4.658  1.425
H  -4.138  -3.576  1.962
H  -2.216  4.356  0.237
H  -3.709  6.327  0.143
H  -6.143  6.014  -0.156
H  -7.079  3.737  -0.359
H  -5.573  1.771  -0.258

Energy above the lowest of the compared OMol25 structures with the same formula, charge and spin in kJ/mol: 0.0
Molar mass in g/mol: 592.7
Total energy in eV: -48379.2634
E_HOMO in eV: -8.614
HOMO-LUMO gap in eV: 7.57